(1)
Molecular formula: C5H17N2
Method: DFT, ωB97M-V/def2-TZVPD

Geometry as XYZ:
```
24
C5H17N2 (ωB97M-V/def2-TZVPD)
C -0.571 1.358 -2.087
C -1.431 0.130 -2.101
N -1.631 -0.383 -0.683
H -0.492 1.706 -3.126
H -1.040 2.172 -1.449
H 0.443 1.114 -1.716
H -2.500 0.341 -2.433
H -1.031 -0.673 -2.725
H -0.689 -0.523 -0.249
H -2.173 -1.239 -0.615
H -2.015 0.335 -0.077
C 1.025 -1.540 0.536
N 1.055 -0.581 1.647
C 2.158 0.389 1.553
C -0.196 0.120 2.033
H 1.949 -2.183 0.552
H 1.062 -1.076 -0.478
H 0.120 -2.167 0.595
H 2.345 0.910 2.496
H 3.065 -0.228 1.306
H 2.106 1.152 0.754
H -0.124 0.701 2.991
H -0.990 -0.666 2.051
H -0.445 0.830 1.223
```

Values from the calculation:
Electronic energy (a.u.): -309.922404
Orbital gap (eV): 8.8
HOMO energy (eV): -12.2
Charge: +1
Energy relative to the best compared isomer or geometry (same formula, charge and spin) (kJ/mol): 188.78
E_LUMO (eV): -3.3

---

(2)
Molecular formula: H3N2O3S
Method: DFT, ωB97M-V/def2-TZVPD

Geometry as XYZ:
```
9
H3N2O3S (ωB97M-V/def2-TZVPD)
N -0.154 1.167 0.041
N 0.046 -0.186 0.519
O 2.772 0.768 0.891
O 2.003 0.291 -1.332
O 2.483 -1.650 0.189
S 2.092 -0.206 0.008
H 0.724 1.750 0.359
H -0.088 1.015 -0.964
H 0.109 -0.183 1.609
```

Values from the calculation:
Electronic energy (a.u.): -735.224619
Orbital gap (eV): 8.6
HOMO energy (eV): -4.3
Charge: -1
Structure (SMILES): NNS(=O)(=O)[O-]
Energy relative to the best compared isomer or geometry (same formula, charge and spin) (kJ/mol): 129.18
E_LUMO (eV): 4.3

---

(3)
Molecular formula: C49H40Cl5CsN11O3PSe3Te
Method: DFT, ωB97M-V/def2-TZVPD

Geometry as XYZ:
```
114
C49H40Cl5CsN11O3PSe3Te (ωB97M-V/def2-TZVPD)
Cs 0.938 0.116 1.964
N -0.144 3.011 0.817
C 0.223 3.444 -0.413
C -0.798 3.734 -1.352
C -0.496 4.182 -2.617
C 0.830 4.378 -3.008
C 1.837 4.077 -2.108
C 1.569 3.571 -0.833
P 2.893 2.998 0.286
C 3.591 1.551 -0.616
C 3.366 1.232 -1.953
C 3.996 0.139 -2.534
C 4.850 -0.657 -1.783
C 5.062 -0.363 -0.443
C 4.434 0.732 0.130
C 4.225 4.222 -0.034
C 4.232 5.348 0.792
C 5.211 6.319 0.657
C 6.208 6.175 -0.299
C 6.217 5.055 -1.117
C 5.233 4.084 -0.987
H -1.137 3.028 1.048
H 0.486 3.076 1.612
H -1.828 3.622 -1.026
H -1.306 4.415 -3.301
H 1.069 4.772 -3.989
H 2.872 4.227 -2.395
H 2.685 1.831 -2.543
H 3.803 -0.102 -3.572
H 5.336 -1.514 -2.236
H 5.709 -0.988 0.161
H 4.583 0.946 1.184
H 3.470 5.452 1.559
H 5.205 7.180 1.315
H 6.982 6.926 -0.396
H 6.998 4.931 -1.859
H 5.260 3.209 -1.624
Cl 6.290 4.016 6.230
C 4.926 3.467 5.325
C 4.794 2.121 4.988
Cl 6.014 0.997 5.473
C 3.704 1.684 4.260
Cl 3.545 0.022 3.800
C 2.657 2.553 3.829
O 1.677 2.139 3.150
C 2.841 3.926 4.190
Cl 1.632 5.023 3.646
C 3.939 4.362 4.906
Cl 4.107 6.041 5.276
Se -3.769 2.193 1.332
Se -3.798 2.270 3.693
Te -1.237 2.272 4.039
Se -0.853 2.040 6.474
C -0.510 0.376 -4.265
N 0.201 -0.142 -3.126
C 0.104 0.251 -1.845
N 0.792 -0.563 -1.076
C 1.293 -1.464 -1.955
N 0.952 -1.259 -3.210
C -1.755 -0.420 -4.590
C -2.487 -0.096 -5.726
C -3.640 -0.803 -6.044
C -4.068 -1.844 -5.241
C -3.335 -2.175 -4.102
C -2.184 -1.456 -3.779
C -3.764 -3.257 -3.244
N -4.850 -3.955 -3.287
N -4.803 -4.840 -2.249
C -3.689 -4.636 -1.626
O -2.974 -3.640 -2.207
C -3.178 -5.292 -0.444
C -4.035 -6.056 0.349
C -3.546 -6.685 1.477
C -2.204 -6.577 1.818
C -1.342 -5.825 1.029
C 0.120 -5.715 1.388
N 0.423 -4.608 2.269
C 0.623 -3.319 1.960
N 0.742 -2.601 3.049
C 0.616 -3.523 4.035
N 0.409 -4.755 3.610
C -1.834 -5.171 -0.091
H 0.168 0.368 -5.120
H -0.762 1.415 -4.046
H -0.459 1.121 -1.536
H 1.945 -2.274 -1.670
H -2.157 0.716 -6.363
H -4.205 -0.536 -6.927
H -4.963 -2.405 -5.474
H -1.630 -1.719 -2.889
H -5.077 -6.132 0.070
H -4.213 -7.263 2.103
H -1.822 -7.067 2.705
H 0.717 -5.590 0.483
H 0.457 -6.614 1.901
H 0.652 -2.958 0.945
H 0.661 -3.274 5.083
H -1.173 -4.569 -0.704
N -1.602 -0.920 1.562
C -2.749 -1.032 1.463
N -4.040 -1.299 1.346
C -4.981 -0.846 2.372
C -6.210 -1.731 2.299
O -6.801 -1.695 1.006
C -5.877 -2.103 0.014
C -4.636 -1.226 0.012
H -5.249 0.197 2.177
H -4.507 -0.891 3.351
H -6.967 -1.373 2.995
H -5.945 -2.769 2.554
H -6.394 -2.047 -0.944
H -5.584 -3.149 0.196
H -4.889 -0.184 -0.217
H -3.915 -1.587 -0.723
```

Values from the calculation:
Electronic energy (a.u.): -12854.207583
Orbital gap (eV): 2.9
HOMO energy (eV): -0.2
Charge: -2
Energy relative to the best compared isomer or geometry (same formula, charge and spin) (kJ/mol): 52.14
E_LUMO (eV): 2.7

---

(4)
Molecular formula: CH6OS2
Method: DFT, ωB97M-V/def2-TZVPD

Geometry as XYZ:
```
10
CH6OS2 (ωB97M-V/def2-TZVPD)
C 1.147 0.430 1.476
S -0.362 0.256 0.649
S -0.391 -1.536 -0.361
H 2.690 -0.354 0.906
H 1.566 1.466 1.434
H 1.039 0.033 2.506
H 0.911 -1.519 -0.678
H -0.168 1.151 -1.098
H 0.280 2.532 -1.356
O -0.103 1.794 -1.855
```

Values from the calculation:
Electronic energy (a.u.): -913.173717
Orbital gap (eV): 8.1
HOMO energy (eV): -8.9
Energy relative to the best compared isomer or geometry (same formula, charge and spin) (kJ/mol): 338.04
E_LUMO (eV): -0.8

---

Question: Which of these has the highest energy relative to the best compared isomer or geometry (same formula, charge and spin)?
Answer: CH6OS2